C75H67N3O8P3S2 | ωB97M-V/def2-TZVPD

Each line ends with the Löwdin charge.
Cartesian coordinates (Å):
C (1.4360, 5.9040, -4.2278)  -0.112
C (1.4128, 4.4412, -4.8352)  -0.251
C (2.8221, 3.7247, -4.8145)  -0.202
C (2.9934, 2.9280, -3.4551)  -0.191
C (3.7136, 1.5581, -3.7570)  -0.175
C (3.4082, 0.4241, -2.6937)  -0.182
C (3.7797, 0.8967, -1.2549)  -0.117
C (5.2222, 0.9798, -0.9238)  -0.187
N (6.2649, 0.6761, -1.8648)  0.089
C (6.4378, -0.5533, -1.8602)  -0.693
S (6.3416, -2.1447, -1.9503)  0.809
C (5.5795, 1.3879, 0.4514)  -0.454
S (7.3427, 1.5128, 0.9152)  0.753
C (4.5248, 1.7272, 1.4333)  -0.334
P (5.1416, 2.2204, 3.1389)  0.956
C (5.1519, 4.0781, 3.3805)  -0.401
C (6.6530, 4.5696, 3.1203)  -0.177
C (4.2871, 1.2815, 4.5196)  -0.418
C (3.7320, 2.2000, 5.7030)  -0.150
N (3.1633, 1.6761, 1.0623)  -0.177
P (1.9534, 2.1524, 2.2813)  0.803
N (1.3029, 0.9216, 3.0399)  -0.236
C (2.7869, 1.2617, -0.2302)  -0.275
P (0.9838, 1.1567, -0.8414)  1.006
C (-0.0219, 0.0621, 0.3380)  -0.283
C (0.2332, 2.9119, -0.8883)  -0.414
C (-1.1112, 3.0304, -0.0621)  -0.169
H (0.9908, 6.6124, -4.9765)  0.072
H (0.7953, 5.9296, -3.3010)  0.063
H (2.4746, 6.2548, -3.9699)  0.073
H (1.0553, 4.5285, -5.8997)  0.104
H (0.6762, 3.7869, -4.2999)  0.086
H (3.6353, 4.4910, -4.9399)  0.113
H (2.8829, 3.0156, -5.6770)  0.102
H (3.6517, 3.5503, -2.7820)  0.119
H (2.0066, 2.7581, -2.9379)  0.065
H (4.8293, 1.7227, -3.7222)  0.112
H (3.4901, 1.1269, -4.7642)  0.118
H (2.3816, -0.0091, -2.7725)  0.080
H (4.1110, -0.4275, -2.9375)  0.092
H (7.5784, 0.3234, 1.5552)  -0.089
H (4.4449, 4.6433, 2.7193)  0.076
H (4.9356, 4.3788, 4.4438)  0.083
H (7.3165, 3.8190, 3.6373)  0.062
H (6.8116, 5.6051, 3.5283)  0.080
H (6.9341, 4.5052, 2.0338)  0.057
H (5.0748, 0.6253, 4.9864)  0.072
H (3.4628, 0.5959, 4.2043)  0.041
H (3.3601, 3.1956, 5.3582)  0.033
H (4.5709, 2.2798, 6.4478)  0.082
H (2.8744, 1.7176, 6.2489)  0.085
H (2.5626, 2.9663, 3.2856)  0.005
H (0.9583, 2.9476, 1.6490)  0.009
H (1.7149, 0.0676, 2.6499)  -0.015
H (0.6541, -0.7708, 0.6859)  0.027
H (-0.8521, -0.4589, -0.2203)  0.055
H (-0.4799, 0.6288, 1.1813)  0.006
H (0.9499, 3.6681, -0.4646)  0.071
H (-0.0346, 3.1401, -1.9572)  0.062
H (-1.4393, 4.1030, -0.0837)  0.087
H (-1.0253, 2.7222, 1.0089)  0.023
H (-1.9524, 2.4239, -0.4986)  0.089
C (2.7316, -2.8409, 0.2936)  -0.082
C (3.4700, -3.1841, 1.4244)  -0.061
C (3.1716, -4.3479, 2.1211)  0.009
C (2.1258, -5.1644, 1.6956)  -0.072
C (1.3745, -4.8039, 0.5792)  -0.075
C (1.6878, -3.6475, -0.1261)  -0.003
C (0.2262, -5.6328, 0.1388)  -0.271
O (-0.4186, -5.3059, -0.8395)  0.091
C (-0.1195, -6.8468, 0.9128)  -0.082
C (-1.2292, -7.6036, 0.5468)  0.011
C (-1.5527, -8.7491, 1.2589)  -0.040
C (-0.7635, -9.1491, 2.3343)  -0.044
C (0.3406, -8.3952, 2.7071)  0.005
C (0.6608, -7.2375, 2.0049)  -0.084
C (1.8222, -6.4187, 2.4341)  -0.275
O (2.5110, -6.7607, 3.3744)  0.114
H (2.9692, -1.9368, -0.2590)  0.086
H (4.2796, -2.5450, 1.7603)  0.102
H (3.7504, -4.6164, 2.9969)  0.124
H (1.1134, -3.3727, -1.0037)  0.109
H (-1.8454, -7.2992, -0.2907)  0.114
H (-2.4200, -9.3335, 0.9754)  0.114
H (-1.0135, -10.0482, 2.8850)  0.112
H (0.9483, -8.7081, 3.5478)  0.123
C (0.7682, 9.1189, 7.6083)  -0.051
C (-0.5510, 9.5528, 7.7065)  -0.047
C (-1.5799, 8.7727, 7.1988)  0.007
C (-1.2931, 7.5601, 6.5799)  -0.082
C (0.0326, 7.1362, 6.4599)  -0.086
C (1.0604, 7.9141, 6.9861)  0.000
C (0.3578, 5.8706, 5.7598)  -0.274
O (1.5136, 5.4953, 5.6556)  0.081
C (-0.7483, 5.0703, 5.1781)  -0.081
C (-0.4530, 3.9113, 4.4701)  -0.015
C (-1.4750, 3.1446, 3.9310)  -0.072
C (-2.8019, 3.5304, 4.1068)  -0.045
C (-3.1015, 4.6897, 4.8082)  0.012
C (-2.0748, 5.4677, 5.3375)  -0.076
C (-2.4030, 6.7251, 6.0562)  -0.276
O (-3.5586, 7.0661, 6.2074)  0.117
H (1.5698, 9.7253, 8.0135)  0.110
H (-0.7763, 10.5002, 8.1818)  0.112
H (-2.6054, 9.1121, 7.2823)  0.124
H (2.0890, 7.5833, 6.9074)  0.119
H (0.5781, 3.6059, 4.3346)  0.073
H (-1.2392, 2.2429, 3.3751)  0.081
H (-3.6018, 2.9278, 3.6923)  0.112
H (-4.1345, 4.9893, 4.9390)  0.126
C (-1.1745, 0.7345, -10.0314)  -0.052
C (-2.3576, 1.0546, -9.3708)  -0.052
C (-2.6181, 0.5259, -8.1150)  0.002
C (-1.7015, -0.3355, -7.5190)  -0.086
C (-0.5259, -0.6756, -8.1923)  -0.085
C (-0.2608, -0.1288, -9.4447)  0.002
C (0.4385, -1.6311, -7.5917)  -0.281
O (1.4640, -1.9250, -8.1746)  0.107
C (0.1243, -2.2284, -6.2692)  -0.083
C (0.9894, -3.1710, -5.7162)  0.002
C (0.7104, -3.7251, -4.4740)  -0.051
C (-0.4285, -3.3323, -3.7761)  -0.060
C (-1.2932, -2.3999, -4.3259)  -0.007
C (-1.0272, -1.8518, -5.5766)  -0.083
C (-1.9815, -0.8812, -6.1683)  -0.279
O (-2.9785, -0.5434, -5.5576)  0.098
H (-0.9685, 1.1556, -11.0085)  0.110
H (-3.0759, 1.7193, -9.8361)  0.110
H (-3.5377, 0.7818, -7.6025)  0.122
H (0.6559, -0.3793, -9.9650)  0.122
H (1.8786, -3.4766, -6.2551)  0.121
H (1.3813, -4.4621, -4.0470)  0.110
H (-0.6450, -3.7580, -2.8015)  0.084
H (-2.1796, -2.1039, -3.7766)  0.108
C (-9.5524, -6.2306, 2.4052)  -0.053
C (-8.6776, -7.3115, 2.4738)  -0.054
C (-7.5200, -7.3188, 1.7096)  0.000
C (-7.2376, -6.2500, 0.8639)  -0.085
C (-8.1272, -5.1772, 0.7773)  -0.083
C (-9.2790, -5.1661, 1.5589)  0.002
C (-7.8652, -4.0526, -0.1562)  -0.279
O (-8.6368, -3.1163, -0.2294)  0.107
C (-6.6479, -4.0964, -1.0048)  -0.082
C (-6.4151, -3.0788, -1.9268)  0.004
C (-5.2728, -3.1042, -2.7150)  -0.051
C (-4.3550, -4.1423, -2.5783)  -0.054
C (-4.5860, -5.1599, -1.6655)  0.004
C (-5.7360, -5.1459, -0.8834)  -0.082
C (-5.9878, -6.2597, 0.0645)  -0.276
O (-5.1854, -7.1682, 0.1799)  0.093
H (-10.4519, -6.2222, 3.0096)  0.110
H (-8.8991, -8.1480, 3.1261)  0.109
H (-6.8396, -8.1597, 1.7701)  0.120
H (-9.9654, -4.3296, 1.5048)  0.122
H (-7.1255, -2.2677, -2.0339)  0.122
H (-5.0951, -2.3137, -3.4361)  0.107
H (-3.4587, -4.1596, -3.1881)  0.093
H (-3.8703, -5.9673, -1.5670)  0.113

Calculated values
Total charge ... +1
Maximum force ... 0.061 hartree/bohr
E_tot ... -5484.48564 a.u.